# 1
A structure of composition C14H47HgN4O15. Source: the Open Molecules 2025 dataset; level of theory: the ωB97M-V functional and the def2-TZVPD basis.

The geometry in XYZ format:
```
81
Properties=species:S:1:pos:R:3:forces:R:3:mulliken_charge:R:1
Hg -2.09639 3.47784 2.80831 1.56 -1.94 -1.23 1.327
C -0.24669 0.04432 0.49744 0.56 0.14 0.06 1.366
C -1.69229 0.36300 0.90106 0.56 -0.21 -0.96 0.063
O -1.80477 1.28778 1.93021 -0.11 0.82 1.67 -0.247
H 0.47099 0.10687 1.31544 -0.29 0.41 0.32 -0.852
H 0.17662 0.67220 -0.28657 -0.22 -0.03 0.03 -0.528
H -0.07625 -1.00238 0.24554 -0.63 -0.10 -0.57 -0.131
H -2.13792 -0.58120 1.21413 -0.30 -0.22 0.85 0.185
H -2.33667 0.54331 0.04062 0.16 0.56 -0.45 -0.274
C 3.98311 -1.49609 -1.66235 1.06 -0.35 -0.57 -0.394
C 2.66242 -1.88735 -2.25648 0.11 -0.72 0.77 -0.167
O 2.68965 -3.22900 -2.74456 -0.05 0.87 -0.55 -0.548
O 4.36933 -2.51232 -0.73317 -0.33 0.49 0.32 -0.579
H 3.97827 -0.48439 -1.25673 -0.32 0.07 0.48 0.293
H 4.73307 -1.45978 -2.45249 0.05 -0.10 -0.28 0.397
H 2.42802 -1.14135 -3.01584 -0.36 -0.44 -0.23 0.365
H 1.93273 -1.90616 -1.44698 -0.43 0.64 0.07 -0.018
H 2.91342 -3.75209 -1.97131 0.19 -0.28 0.02 0.368
H 5.30699 -2.41759 -0.55029 0.07 -0.12 -0.04 0.304
C -1.43417 -1.64590 -2.82939 -0.43 0.79 0.65 0.365
C -1.04634 -3.11643 -2.62941 -0.80 0.97 -1.68 -0.312
O -2.14297 -3.94305 -2.23301 0.64 0.24 0.69 -0.579
O -2.13448 -1.32523 -4.04266 0.70 -1.29 0.68 -0.639
H -0.58243 -0.97571 -2.71317 0.79 -0.22 -0.44 0.020
H -1.98361 -1.35636 -1.93364 -0.85 -0.03 0.06 0.042
H -0.23139 -3.15179 -1.90643 -0.29 -0.34 0.19 0.107
H -0.65991 -3.40894 -3.60574 0.25 -0.53 0.04 0.333
H -2.81274 -4.00428 -2.91802 0.20 0.23 -0.31 0.335
H -2.64109 -0.52110 -3.90725 -0.21 0.28 0.29 0.370
C -3.57076 2.21441 -2.49250 0.49 0.66 -1.17 -0.143
C -2.82369 2.92574 -3.60817 0.96 0.39 0.62 -0.523
O -3.45635 2.98461 -4.83550 -0.80 -0.61 -0.99 -0.527
O -3.61427 0.84478 -2.78590 0.00 0.14 -0.08 -0.337
H -4.58346 2.61586 -2.45544 -0.22 0.18 0.36 0.357
H -3.03006 2.35967 -1.55729 -0.01 0.41 0.30 0.140
H -1.89293 2.37823 -3.75659 0.09 -0.04 -0.10 0.066
H -2.54641 3.95382 -3.37521 0.11 0.07 0.84 0.364
H -4.34015 3.33850 -4.71201 -0.13 0.07 -0.12 0.339
H -4.18785 0.52987 -2.08346 -0.18 -1.20 -0.14 0.307
C -0.11137 -3.76870 2.01250 -0.52 1.43 0.23 0.035
C -0.68348 -2.76851 3.11795 0.74 -0.59 -2.93 0.007
O -0.50818 -3.36939 4.30939 -0.06 -0.34 2.56 -0.547
O -0.97770 -4.88390 1.74516 0.58 1.37 0.45 -0.510
H 0.88477 -4.10000 2.30581 -0.24 -0.21 0.27 0.350
H 0.02030 -3.18425 1.10191 0.07 0.00 -0.43 -0.205
H -1.70505 -2.43579 2.93413 -0.59 -0.50 -0.27 0.285
H -0.16790 -1.80979 3.06189 0.75 -0.06 0.22 -0.074
H -1.12609 -4.10249 4.35791 0.01 -0.24 0.16 0.350
H -1.63835 -4.39137 1.25264 -0.75 -0.83 -0.35 0.347
C 4.23528 -0.20955 3.18288 2.08 -1.06 -1.52 -0.656
C 3.89784 -0.00194 1.69095 -0.24 0.56 1.06 0.600
O 4.27680 1.29287 1.37221 0.48 1.55 -0.59 -0.577
O 3.65195 0.70336 4.07039 -1.68 0.26 0.73 -0.569
H 5.28796 0.05710 3.27705 0.40 -0.50 -0.52 0.320
H 4.16005 -1.26398 3.44864 -0.56 0.01 0.37 0.416
H 2.83839 -0.04756 1.43881 -0.27 -0.90 0.20 -0.357
H 4.49276 -0.63108 1.02887 -0.25 -0.48 0.47 0.100
H 3.67079 1.88600 1.82228 0.07 0.31 -0.05 0.329
H 3.76780 0.34318 4.95269 0.15 -0.04 0.19 0.262
C 0.52544 3.52089 -2.33048 -0.48 0.90 -1.36 0.703
O 0.05694 3.97649 -1.34131 -1.18 1.06 3.67 -0.628
N 0.64661 2.26448 -2.61661 0.39 -4.47 0.55 -0.188
N 0.80842 4.24330 -3.38606 1.35 3.40 -2.76 -0.459
H 0.23120 1.67399 -1.91032 0.20 -0.47 -0.71 -0.148
H 0.79260 1.98863 -3.57718 -0.25 -0.44 0.50 0.289
H 0.82779 5.24369 -3.24841 0.01 -0.15 -0.09 0.244
H 1.43094 3.90139 -4.10415 -0.15 0.12 0.14 0.181
C 1.02148 2.81324 3.72321 0.25 -2.04 -0.78 0.709
O 0.15842 3.50454 3.24152 -3.91 4.84 -0.78 -0.765
N 1.05480 1.58533 3.39130 -0.27 -5.83 -0.97 0.037
N 2.05809 3.11134 4.41830 2.06 3.10 2.70 -0.223
H 1.75265 1.00759 3.83775 -0.07 -0.37 -0.40 0.197
H 0.33459 1.10730 2.86889 -0.16 0.58 0.07 -0.142
H 2.06362 3.99701 4.90374 0.45 -0.17 -0.03 0.254
H 2.66381 2.34470 4.67411 0.31 0.61 0.08 0.142
O -3.94892 0.44635 3.50617 -0.35 -0.06 0.43 -0.630
H -4.52793 1.20557 3.43860 -0.42 0.04 0.04 0.282
H -3.17254 0.69106 3.00260 0.71 0.05 -0.51 0.298
O -4.87258 -0.29687 -0.76042 -0.11 0.14 0.29 -0.654
H -5.02340 -1.18449 -0.43543 -0.09 -0.39 -0.10 0.309
H -4.68720 0.21798 0.02495 -0.09 0.14 0.33 0.271
```
Forces are in eV/Å.

Properties
E_tot = -56115.04300 eV
total charge = +1
spin multiplicity = 1
LUMO energy = -7.8 eV
max |F| = 6.271 eV/Å
HOMO energy = -11.678 eV

# 2
A cluster of 3 separate species, C21H41ClNO10P2 in total. Source: the Open Molecules 2025 dataset; level of theory: the ωB97M-V functional and the def2-TZVPD basis.

The geometry in XYZ format:
```
76
Properties=species:S:1:pos:R:3:forces:R:3:mulliken_charge:R:1
O -2.34988 -2.00132 1.10243 0.52 -0.75 -0.54 -0.424
C -1.29402 -2.53802 0.96587 0.06 0.81 0.36 0.119
O -0.25960 -2.40245 1.88983 -0.60 0.14 -1.56 -0.385
C -0.92463 -3.40178 -0.24291 -0.10 -0.21 0.50 0.296
C -1.17225 -4.78442 -0.16716 0.14 0.34 -0.12 -0.395
C -0.81750 -5.55524 -1.23877 -0.34 -0.77 0.31 -0.652
N -0.24441 -5.01520 -2.32731 -0.08 0.25 0.31 0.034
C 0.01615 -3.70103 -2.42719 0.65 0.59 -0.82 0.294
C 0.70860 -3.23070 -3.69962 -0.93 0.18 0.12 -0.784
C 0.24555 -1.81452 -4.15423 0.85 -0.19 -0.16 -1.094
C 1.17538 -0.68039 -3.62398 -0.70 -0.35 -0.71 -0.513
Cl 2.31486 -0.20670 -4.93625 -0.03 -0.30 0.54 -0.178
C -0.32886 -2.85891 -1.38267 -0.26 -0.20 0.58 0.162
H 0.35529 -1.81915 1.41126 0.47 -0.18 0.56 0.376
H -1.61727 -5.26932 0.69940 0.07 0.29 -0.16 0.509
H -1.00262 -6.62809 -1.23060 0.17 0.25 -0.23 0.394
H 0.01139 -5.61180 -3.10794 -0.03 0.01 0.08 0.310
H 1.79632 -3.25857 -3.53490 -0.25 -0.03 -0.18 0.331
H 0.43555 -3.93742 -4.49751 0.33 0.03 0.23 0.426
H 0.34095 -1.80175 -5.24856 -0.23 0.05 0.34 0.482
H -0.81619 -1.64891 -3.92394 0.32 0.00 0.10 0.500
H 0.56520 0.20124 -3.40113 0.43 -0.12 0.19 0.322
H 1.76986 -1.03163 -2.77346 -0.13 0.40 -0.11 0.371
H -0.12537 -1.79006 -1.43969 -0.06 -0.31 -0.13 0.503
O -3.54198 -3.20211 8.77488 -2.81 -2.23 -0.98 -0.770
P -3.07479 -3.64242 7.42542 6.35 3.70 -0.05 1.032
O -1.65315 -4.38321 7.76863 -0.95 -0.45 -0.32 -0.333
C -1.67610 -5.66112 8.40616 0.06 -0.29 0.15 -0.349
C -2.16695 -6.75498 7.47523 -0.16 0.08 -0.06 -0.962
O -2.50773 -2.18718 6.89753 -0.65 -0.41 -0.47 -0.325
C -2.93889 -0.95644 7.48200 0.12 0.25 0.24 -0.330
C -1.92955 -0.47219 8.50196 0.20 -0.02 0.01 -1.161
O -3.07038 -4.22078 5.87244 -1.88 -0.50 1.52 -0.316
C -3.36126 -3.39086 4.73687 -0.30 0.08 -0.36 -0.401
C -2.07773 -2.91750 4.08661 0.19 -0.27 0.36 -0.660
H -2.28977 -5.61290 9.31033 0.01 0.03 -0.01 0.301
H -0.65197 -5.87566 8.71194 0.01 0.18 -0.02 0.318
H -3.22071 -6.60727 7.22189 0.01 -0.06 0.03 0.257
H -2.06569 -7.73420 7.94462 0.00 0.03 0.03 0.408
H -1.60647 -6.74746 6.54012 0.06 -0.01 0.05 0.223
H -3.93396 -1.05287 7.91468 0.09 -0.14 0.10 0.366
H -3.01945 -0.22723 6.67109 0.07 -0.13 -0.11 0.361
H -1.68890 -1.24872 9.22758 -0.21 -0.03 0.02 0.287
H -2.30530 0.40180 9.03547 0.00 0.01 -0.02 0.381
H -0.99416 -0.20341 8.00740 -0.03 0.06 -0.01 0.292
H -4.01104 -2.56065 5.00878 0.11 0.04 0.06 0.296
H -3.91290 -4.00870 4.02287 -0.06 -0.09 0.18 0.342
H -1.42493 -2.39992 4.78542 -0.16 0.04 0.10 0.215
H -2.29821 -2.25005 3.26431 -0.19 0.05 0.10 0.275
H -1.50695 -3.77053 3.70735 -0.10 -0.04 -0.02 0.247
O 2.52502 5.65715 -7.22351 -0.69 3.42 -1.11 -0.763
P 2.49403 6.36721 -5.90784 1.43 -5.61 4.31 1.062
O 3.99363 6.07886 -5.31446 -0.43 0.87 -0.42 -0.323
C 5.10817 6.76464 -5.88897 0.32 0.16 -0.09 -0.336
C 5.11364 8.24051 -5.53560 -0.18 0.04 -0.04 -0.987
O 1.64288 5.22959 -5.06447 -0.35 0.72 -0.06 -0.358
C 0.84003 4.25670 -5.72584 0.07 -0.26 -0.10 -0.467
C 1.59557 2.94945 -5.85661 0.03 0.01 0.08 -0.916
O 2.17855 7.49367 -4.74211 -0.13 0.48 -2.47 -0.343
C 0.94514 7.52758 -4.00165 -0.53 0.31 0.14 -0.167
C 1.11730 6.84919 -2.65876 0.36 -0.09 0.15 -1.099
H 5.11162 6.62204 -6.97366 -0.02 -0.03 0.02 0.296
H 6.00537 6.29122 -5.48969 -0.12 -0.13 0.04 0.313
H 4.26607 8.75493 -5.99752 0.06 0.03 -0.02 0.266
H 6.03017 8.71672 -5.88554 -0.01 -0.03 -0.02 0.404
H 5.02733 8.38094 -4.45828 0.06 -0.04 0.00 0.241
H 0.49499 4.61992 -6.69341 0.18 0.00 -0.03 0.353
H -0.05319 4.10539 -5.11212 0.07 0.10 0.12 0.360
H 2.57796 3.09621 -6.30546 -0.09 0.12 -0.14 0.307
H 1.03610 2.23571 -6.46410 -0.01 0.00 0.02 0.431
H 1.76447 2.51284 -4.87190 -0.06 0.04 0.01 0.141
H 0.12677 7.09692 -4.57673 0.09 -0.11 0.00 0.268
H 0.70187 8.57910 -3.83601 0.13 0.01 -0.18 0.360
H 1.48183 5.82907 -2.75419 -0.12 -0.01 -0.18 0.266
H 0.16892 6.83103 -2.11871 0.00 0.11 -0.05 0.370
H 1.85220 7.38608 -2.05543 -0.11 0.09 -0.01 0.318
```
Forces are in eV/Å.

Properties
E_tot = -75501.35950 eV
total charge = +1
spin multiplicity = 1
LUMO energy = -4.9 eV
max |F| = 7.347 eV/Å
HOMO energy = -11.500 eV